One molecule with the formula C3H2N2 in a non-equilibrium geometry, computed with ωB97M-V/def2-TZVPD.

- strongest force on any atom (eV/A) = 7.77
- frontier orbital gap (eV) = 12.2
- E_HOMO (eV) = -12.1
- E_tot (eV) = -6121.673
- relative energy (zero: lowest compared OMol25 entry of this formula, charge and spin) (kJ/mol) = 78.4
- SMILES string = N#CCC#N

The geometry in ORCA input format:
```
! RIJCOSX wB97M-V def2-TZVPD def2/J DEFGRID3
* xyz 0 1
N -1.984 -0.759 0.069
C -1.189 0.100 -0.152
C 0.058 1.036 0.025
C 1.189 0.137 0.077
N 1.948 -0.809 -0.039
H 0.037 1.738 -0.862
H -0.122 1.599 0.952
*
```


One molecule with the formula C20H18N4O4S2, computed with ωB97M-V/def2-TZVPD.

- strongest force on any atom (eV/A) = 1.00
- frontier orbital gap (eV) = 7.4
- E_HOMO (eV) = -7.4
- E_tot (eV) = -56852.284
- relative energy (zero: lowest compared OMol25 entry of this formula, charge and spin) (kJ/mol) = 208.3
- SMILES string = COc1ccc(Nc2nc3ccccc3nc2NS(=O)(=O)c2cccs2)c(OC)c1

The geometry in ORCA input format:
```
! RIJCOSX wB97M-V def2-TZVPD def2/J DEFGRID3
* xyz 0 1
C 5.046 2.303 -1.910
O 4.256 2.683 -0.809
C 3.037 2.089 -0.653
C 2.506 1.115 -1.483
C 1.254 0.583 -1.213
C 0.520 1.013 -0.122
N -0.718 0.494 0.235
C -1.497 -0.420 -0.395
N -1.248 -0.841 -1.613
C -2.168 -1.640 -2.203
C -1.941 -2.122 -3.503
C -2.902 -2.871 -4.131
C -4.114 -3.167 -3.492
C -4.358 -2.720 -2.219
C -3.386 -1.963 -1.551
N -3.586 -1.589 -0.260
C -2.663 -0.887 0.312
N -2.759 -0.587 1.684
S -1.923 -1.721 2.658
O -2.001 -3.022 2.073
O -2.409 -1.507 3.985
C -0.234 -1.215 2.579
C 0.408 -0.286 3.341
C 1.782 -0.216 3.037
C 2.142 -1.095 2.062
S 0.820 -2.036 1.501
C 1.056 2.011 0.720
O 0.262 2.381 1.775
C 0.740 3.372 2.652
C 2.302 2.535 0.450
H 5.953 2.901 -1.842
H 4.542 2.516 -2.858
H 5.309 1.241 -1.869
H 3.048 0.755 -2.342
H 0.830 -0.173 -1.851
H -1.087 0.848 1.108
H -1.007 -1.878 -3.986
H -2.730 -3.238 -5.132
H -4.855 -3.756 -4.011
H -5.277 -2.947 -1.702
H -3.723 -0.632 1.995
H -0.096 0.305 4.082
H 2.471 0.450 3.523
H 3.116 -1.243 1.640
H -0.040 3.504 3.400
H 1.667 3.059 3.142
H 0.907 4.320 2.131
H 2.748 3.297 1.066
*
```


A 2-piece molecular cluster, C5H9NO overall in a non-equilibrium geometry, computed with ωB97M-V/def2-TZVPD.

- strongest force on any atom (eV/A) = 1.25
- frontier orbital gap (eV) = 9.3
- E_HOMO (eV) = -8.8
- E_tot (eV) = -8865.805
- relative energy (zero: lowest compared OMol25 entry of this formula, charge and spin) (kJ/mol) = 328.7
- SMILES string = C=C(C)C#N.CO

The geometry in ORCA input format:
```
! RIJCOSX wB97M-V def2-TZVPD def2/J DEFGRID3
* xyz 0 1
C 0.469 0.219 1.075
C 1.275 -0.393 0.191
C 1.305 -0.165 -1.304
C 2.442 -0.945 0.799
N 3.468 -1.104 1.317
H 0.402 -0.127 2.103
H -0.090 1.115 0.845
H 1.916 -0.929 -1.796
H 0.308 -0.197 -1.760
H 1.747 0.809 -1.525
C -2.406 0.607 0.055
O -1.444 -0.399 0.220
H -2.970 0.528 -0.875
H -1.887 1.580 0.058
H -3.078 0.591 0.919
H -1.456 -1.190 -0.321
*
```


One molecule with the formula C2H3N3O in a non-equilibrium geometry, computed with ωB97M-V/def2-TZVPD.

- strongest force on any atom (eV/A) = 1.68
- frontier orbital gap (eV) = 10.6
- E_HOMO (eV) = -10.4
- E_tot (eV) = -8638.321
- relative energy (zero: lowest compared OMol25 entry of this formula, charge and spin) (kJ/mol) = 209.8
- SMILES string = OC1=NCN=N1

The geometry in ORCA input format:
```
! RIJCOSX wB97M-V def2-TZVPD def2/J DEFGRID3
* xyz 0 1
O -0.353 -0.058 -2.150
C -0.092 -0.026 -0.851
N 0.723 0.794 -0.281
C 0.603 0.419 1.065
N -0.222 -0.769 1.154
N -0.745 -0.920 0.013
H -1.002 -0.757 -2.319
H -0.343 0.740 1.619
H 1.444 0.593 1.741
*
```


A 2-piece molecular cluster, C51H56N4O2 overall in a non-equilibrium geometry, computed with ωB97M-V/def2-TZVPD.

- strongest force on any atom (eV/A) = 3.48
- frontier orbital gap (eV) = 5.8
- E_HOMO (eV) = -6.7
- E_tot (eV) = -63846.383
- relative energy (zero: lowest compared OMol25 entry of this formula, charge and spin) (kJ/mol) = 289.7

The geometry in ORCA input format:
```
! RIJCOSX wB97M-V def2-TZVPD def2/J DEFGRID3
* xyz 0 1
C -4.259 -0.760 -3.053
C -3.237 0.368 -3.181
C -3.763 1.482 -4.102
C -1.888 -0.233 -3.614
C -1.582 -0.283 -4.971
C -0.513 -1.046 -5.447
C 0.322 -1.688 -4.541
C 0.092 -1.585 -3.163
C 0.961 -2.433 -2.229
C 2.452 -2.232 -2.504
C 0.591 -3.900 -2.416
C -1.021 -0.859 -2.690
N -1.367 -0.820 -1.280
N -2.395 -1.552 -0.790
N -2.431 -1.293 0.535
C -3.143 -2.198 1.423
C -2.449 -3.181 2.152
C -1.032 -3.559 1.732
C -1.042 -4.414 0.469
C -0.224 -4.203 2.847
C -3.123 -3.861 3.164
C -4.483 -3.636 3.371
C -5.183 -2.758 2.546
C -4.528 -2.043 1.546
C -5.334 -1.148 0.603
C -6.053 -0.030 1.348
C -6.294 -1.969 -0.262
C -1.396 -0.433 0.906
C -1.162 -0.100 2.296
C 0.137 -0.032 2.863
C 0.296 -0.017 4.254
C -0.819 -0.019 5.095
C -2.108 -0.001 4.548
C -2.274 0.019 3.172
C -0.693 -0.159 -0.233
C 0.475 0.636 -0.417
H -3.839 -1.575 -2.455
H -5.173 -0.419 -2.552
H -4.527 -1.150 -4.043
H -3.114 0.812 -2.183
H -2.965 2.183 -4.369
H -4.217 1.068 -5.012
H -4.538 2.058 -3.575
H -2.226 0.222 -5.692
H -0.319 -1.145 -6.516
H 1.132 -2.337 -4.876
H 0.743 -2.125 -1.196
H 2.710 -1.167 -2.547
H 3.056 -2.690 -1.715
H 2.734 -2.706 -3.454
H -0.480 -4.066 -2.254
H 0.823 -4.227 -3.437
H 1.146 -4.551 -1.730
H -0.533 -2.615 1.479
H -1.447 -3.849 -0.380
H -0.016 -4.722 0.240
H -1.656 -5.319 0.596
H -0.188 -3.549 3.727
H -0.623 -5.188 3.122
H 0.801 -4.343 2.492
H -2.587 -4.595 3.763
H -5.010 -4.198 4.147
H -6.256 -2.617 2.657
H -4.594 -0.703 -0.075
H -5.355 0.572 1.943
H -6.527 0.636 0.620
H -6.837 -0.420 2.008
H -5.746 -2.733 -0.829
H -7.070 -2.462 0.336
H -6.785 -1.300 -0.978
H 1.017 -0.055 2.209
H 1.306 0.001 4.673
H -0.702 -0.051 6.177
H -2.983 0.004 5.198
H -3.277 0.059 2.733
H 0.562 1.462 0.298
H 0.677 0.801 -1.495
O 1.908 5.543 2.949
C 3.020 5.803 2.455
O 4.210 5.714 2.818
C 2.894 6.293 0.927
C 3.959 7.328 0.532
C 5.028 6.497 -0.109
C 4.550 5.193 -0.299
C 5.321 4.208 -0.890
C 6.606 4.534 -1.306
C 7.105 5.844 -1.148
C 6.311 6.831 -0.541
N 3.255 5.083 0.194
C 2.467 3.972 0.195
C 2.943 2.682 0.427
C 2.573 1.453 -0.193
C 3.296 0.266 0.319
C 2.630 -0.948 0.585
C 3.295 -2.077 1.077
C 4.675 -2.025 1.276
C 5.370 -0.832 1.038
C 4.695 0.289 0.542
H 1.856 6.570 0.721
H 3.506 8.005 -0.210
H 4.326 7.922 1.381
H 4.890 3.232 -1.037
H 7.241 3.789 -1.778
H 8.117 6.101 -1.487
H 6.674 7.849 -0.364
H 1.388 4.172 0.173
H 3.711 2.619 1.218
H 2.387 1.520 -1.300
H 1.554 -1.010 0.391
H 2.715 -2.986 1.303
H 5.201 -2.918 1.622
H 6.437 -0.783 1.233
H 5.232 1.208 0.256
*
```